10
Properties=species:S:1:pos:R:3 method="wB97M-V/def2-TZVPD" lumo_ev=0.87 e_tot_ev=-22747.1528 homo_energy_ev=-8.5 e_above_lowest_kj_mol=156.92 homo_lumo_gap_ev=9.4 spin_multiplicity=1
C 1.79 0.05 1.09
N -1.10 0.11 -0.71
P 2.03 -1.11 -0.29
S 2.34 0.95 -0.35
H 0.80 0.25 1.35
H 2.54 0.30 1.79
H -0.90 0.50 -1.60
H -1.76 -0.72 -0.74
H 0.64 -1.22 -0.54
H -1.26 0.96 -0.28

10
Properties=species:S:1:pos:R:3 method="wB97M-V/def2-TZVPD" lumo_ev="-0.52 / 0.10" e_tot_ev=-22745.2850 homo_energy_ev="-8.7 / -7.6" e_above_lowest_kj_mol=337.13 homo_lumo_gap_ev="8.2 / 7.7" spin_multiplicity=1
C 0.82 0.65 2.00
N -1.36 -1.42 -1.16
P 0.19 -0.75 -0.99
S -0.05 1.10 -2.20
H 1.12 1.79 1.77
H 1.63 0.05 2.35
H -0.10 0.59 2.56
H -1.33 -1.91 -2.01
H -1.99 -1.78 -0.53
H 1.08 1.67 -1.80

10
Properties=species:S:1:pos:R:3 method="wB97M-V/def2-TZVPD" lumo_ev=0.93 e_tot_ev=-22747.7579 homo_energy_ev=-8.6 e_above_lowest_kj_mol=98.53 homo_lumo_gap_ev=9.6 spin_multiplicity=1
C 0.47 1.28 -1.26
N -0.66 -0.67 1.80
P -1.76 -0.03 0.74
S -0.92 1.69 -0.13
H 0.13 1.22 -2.27
H 1.09 2.33 -1.45
H 1.02 0.46 -0.89
H 0.33 -0.64 2.09
H -1.67 -1.00 -0.25
H -1.22 -1.10 2.55

9
Properties=species:S:1:pos:R:3 method="wB97M-V/def2-TZVPD" lumo_ev=3.78 e_tot_ev=-13460.2956 homo_energy_ev=-2.4 e_above_lowest_kj_mol=20.44 homo_lumo_gap_ev=6.2 spin_multiplicity=1 total_charge=-1
S 0.31 -3.66 -1.23
H 1.08 -4.48 -0.50
C -0.51 1.56 -0.04
N 0.12 0.71 0.98
H -0.14 1.32 -1.04
H -0.24 2.60 0.13
H -1.59 1.45 0.00
H -0.16 -0.25 0.84
H 1.12 0.75 0.86